1.
10
Properties=species:S:1:pos:R:3:nbo_charge:R:1 method="wB97M-V/def2-TZVPD" gap_ev=9.75 smiles=CSS.O multiplicity=1 lumo_ev=0.178
C -0.3766 -0.4721 1.6430 -0.730
S -0.5001 0.8580 0.3862 0.055
S 1.4541 1.6836 0.6086 -0.130
H -1.3383 -0.9818 1.7051 0.227
H 0.3859 -1.1907 1.3603 0.221
H -0.1626 -0.0184 2.6049 0.226
H 1.9816 0.8874 -0.3404 0.139
H -0.4502 0.2907 -2.1138 0.471
H -0.7272 -0.9504 -2.8868 0.462
O -0.2665 -0.1062 -2.9673 -0.942

2.
10
Properties=species:S:1:pos:R:3:nbo_charge:R:1 method="wB97M-V/def2-TZVPD" gap_ev=8.90 smiles=CSS.O multiplicity=1 lumo_ev=0.343
C -1.4361 -0.5624 -1.0469 -0.784
S -0.7858 1.0028 -0.5287 0.122
S -0.1432 0.4609 1.3739 -0.161
H -0.6065 -1.2874 -1.1216 0.219
H -1.9217 -0.6009 -2.0139 0.246
H -2.0565 -1.0770 -0.3096 0.222
H 1.0537 1.0429 1.4080 0.137
H 1.9275 -2.3692 -0.2132 0.462
H 2.8508 -1.4000 0.3104 0.461
O 2.6452 -1.7823 -0.5346 -0.923

Stability, lowest: 2

1.
70
Properties=species:S:1:pos:R:3:mulliken_spin:R:1 method="wB97M-V/def2-TZVPD" s2=20.013 gap_ev="8.25 / 7.72" multiplicity=9 total_charge=+2 lumo_ev="-4.993 / -5.526"
Fe -2.6963 0.1601 -1.6373 3.807
Fe 2.5770 -1.3720 -1.8461 3.853
N -1.6369 -2.7084 -2.8053 0.003
O -1.9416 -1.4826 -2.5379 0.040
O -1.1318 -3.3955 -1.8925 0.006
O -1.7874 -3.1082 -3.9317 0.010
N 0.3159 0.7953 -1.2850 0.009
O 0.8130 1.4228 -0.3602 0.015
O -0.7979 1.0196 -1.7658 0.012
O 0.9893 -0.1057 -1.8710 0.038
C 3.3885 -4.1421 -1.2519 0.002
C 2.0989 -3.9870 -0.5043 0.000
O 1.3476 -2.8114 -0.9362 0.014
O 4.0250 -2.8303 -1.4140 0.034
H 3.2215 -4.6030 -2.2306 -0.002
H 4.0988 -4.7969 -0.7515 0.001
H 2.3093 -3.8863 0.5673 0.000
H 1.5362 -4.9164 -0.5956 0.002
H 0.4251 -3.0461 -0.7709 0.004
H 4.9795 -2.9561 -1.4221 0.004
C 1.0337 3.3950 3.1154 0.000
C 2.2598 3.3011 2.2156 0.000
O 2.5186 1.9348 1.8491 0.001
O 0.9319 4.7507 3.5200 0.000
H 1.0850 2.6789 3.9414 0.000
H 0.1458 3.1721 2.4990 0.000
H 3.1667 3.6502 2.6975 0.000
H 1.9950 3.8739 1.3196 0.000
H 1.9548 1.6975 1.1087 0.000
H 0.3028 4.8432 4.2396 0.000
C -0.5246 0.2030 3.1989 0.000
C -0.2310 0.5891 4.6346 0.000
O 0.9881 1.3081 4.6850 0.000
O -1.8449 -0.3835 3.1643 0.000
H 0.1716 -0.6256 3.0312 0.000
H -0.4607 0.9986 2.4652 0.000
H -0.1297 -0.3466 5.2132 0.000
H -1.0530 1.0979 5.1540 0.000
H 1.3881 1.2151 5.5543 0.000
H -1.7997 -1.1666 3.7228 0.000
C -3.3645 -1.2995 0.8948 0.001
C -4.2652 -1.8644 -0.1996 -0.004
O -4.5063 -0.9116 -1.2391 0.027
O -2.4483 -0.2710 0.4021 0.022
H -2.7466 -2.0279 1.4105 0.001
H -4.0007 -0.8380 1.6520 0.000
H -5.2303 -2.0435 0.2837 0.001
H -3.9276 -2.8510 -0.5235 0.000
H -5.3132 -1.1527 -1.7039 0.001
H -2.0349 0.0856 1.2115 0.001
C -3.8328 2.7929 -2.5229 -0.002
C -4.2418 1.9075 -3.6472 0.002
O -3.4502 0.7101 -3.6212 0.019
O -3.7975 1.9332 -1.3346 0.026
H -4.5542 3.6012 -2.4792 0.002
H -2.7896 3.0809 -2.6505 -0.001
H -4.2337 2.4462 -4.5981 0.001
H -5.2868 1.5867 -3.5474 0.000
H -3.6093 0.2293 -4.4416 0.002
H -4.1931 2.3640 -0.5707 0.005
C 4.2590 0.5879 -0.3700 0.006
C 4.9180 0.2473 -1.6906 -0.008
O 3.9345 -0.0543 -2.6980 0.018
O 3.2043 -0.3623 -0.0362 0.016
H 3.8629 1.6055 -0.3550 -0.001
H 5.0189 0.5734 0.4137 -0.001
H 5.6529 -0.5517 -1.5562 -0.003
H 5.5318 1.0997 -1.9876 0.001
H 4.1134 0.4606 -3.4924 0.005
H 3.2985 -0.5209 0.9106 0.008

2.
70
Properties=species:S:1:pos:R:3:mulliken_spin:R:1 method="wB97M-V/def2-TZVPD" s2=20.012 gap_ev="7.31 / 6.61" multiplicity=9 total_charge=+2 lumo_ev="-5.830 / -6.525"
Fe 0.4736 1.0896 2.5323 3.810
Fe 1.9964 0.3766 -2.1900 3.855
N -0.5594 0.0407 -0.2493 0.003
O -1.1382 -0.9620 -0.6755 0.022
O -0.7708 0.4691 0.9042 0.021
O 0.2886 0.6215 -0.9903 -0.010
N 3.0651 -0.0973 0.7431 0.005
O 2.2788 0.6801 1.3425 0.019
O 2.8899 -0.3089 -0.5096 0.063
O 3.9627 -0.6704 1.3183 0.023
C -1.6110 3.0763 3.2560 0.001
C -0.9905 3.5459 1.9675 -0.007
O 0.4048 3.1037 1.8210 0.021
O -1.2697 1.7141 3.5541 0.035
H -2.6928 3.2127 3.2741 0.001
H -1.2232 3.7050 4.0708 -0.001
H -1.1291 4.6099 1.8009 0.001
H -1.4815 3.0242 1.1375 0.003
H 0.8182 3.7656 1.2607 0.005
H -1.8191 1.4121 4.2862 0.004
C 4.0719 1.8996 -3.5860 -0.002
C 3.6036 2.8056 -2.4948 0.002
O 2.2736 2.4170 -2.0147 0.031
O 3.8302 0.5086 -3.2328 0.019
H 5.1191 2.0425 -3.8493 0.002
H 3.5314 2.0831 -4.5219 -0.003
H 3.6244 3.8413 -2.8296 0.001
H 4.2346 2.7190 -1.6045 0.000
H 1.8719 3.2323 -1.6954 0.006
H 4.4590 -0.0541 -3.7022 0.003
C -0.2260 -5.4436 0.8483 0.000
C -0.4362 -3.9586 1.0459 0.000
O 0.3032 -3.5164 2.1993 0.000
O 1.1232 -5.5845 0.4380 0.000
H -0.9132 -5.8432 0.1001 0.000
H -0.4400 -5.9248 1.8064 0.000
H -1.4862 -3.8219 1.3070 0.000
H -0.0855 -3.3741 0.1935 0.000
H 1.2351 -3.7143 2.0297 0.000
H 1.3474 -6.4952 0.2275 0.000
C -2.7505 2.3115 -3.3043 0.000
C -2.6346 2.7940 -1.8690 0.000
O -1.9649 4.0569 -1.7566 0.000
O -1.4558 2.1866 -3.8861 0.000
H -3.3418 3.0027 -3.9136 0.000
H -3.2506 1.3446 -3.3437 0.000
H -2.1196 2.0395 -1.2766 0.000
H -3.6597 2.9103 -1.5009 0.000
H -2.6621 4.7180 -1.8212 0.000
H -1.0623 3.0612 -3.9602 0.000
C 2.1802 0.0070 4.6881 0.000
C 1.0652 -1.0270 4.5315 0.004
O 0.5087 -0.8965 3.2061 0.030
O 1.7590 1.3528 4.2870 0.025
H 3.0323 -0.2537 4.0591 -0.001
H 2.4908 -0.0019 5.7310 0.002
H 0.2867 -0.7398 5.2488 -0.003
H 1.3266 -2.0657 4.7173 0.001
H -0.0691 -1.6703 3.0632 0.003
H 1.9259 1.8449 5.0993 0.005
C -3.4665 -2.8933 -2.2046 0.000
C -2.3982 -3.8332 -2.7974 0.000
O -2.6669 -4.0192 -4.1953 0.000
O -3.2126 -1.5517 -2.6201 0.000
H -3.3456 -2.8766 -1.1156 0.000
H -4.3824 -3.3389 -2.5844 0.000
H -2.4363 -4.8414 -2.3899 0.000
H -1.4194 -3.3539 -2.6837 0.000
H -2.3538 -3.2226 -4.6380 0.000
H -2.4573 -1.2711 -2.0894 0.000

Stability, lowest: 2

1.
19
Properties=species:S:1:pos:R:3:nbo_charge:R:1 method="wB97M-V/def2-TZVPD" gap_ev="7.70 / 8.17" multiplicity=1 lumo_ev="-1.118 / -0.469"
C -1.7605 -0.9979 -0.1301 -0.587
C -0.8016 0.1791 -0.4245 -0.228
C -1.2043 1.1255 -1.4218 -0.251
C -0.5955 0.9199 0.9970 0.225
N -0.9997 1.6679 1.7915 -0.309
H -2.7474 -0.6139 0.1231 0.223
H -1.3836 -1.5726 0.7156 0.216
H -1.8209 -1.6594 -0.9907 0.241
H -0.8936 0.9955 -2.4504 0.194
H -1.7181 2.0390 -1.1558 0.200
C 0.5929 -0.3359 -0.9011 0.142
C 1.1424 -0.1577 1.4058 -0.113
C 2.2464 0.5063 1.6394 -0.472
N 0.6992 -1.4515 -1.5114 -0.636
H 1.6214 -1.5474 -1.9360 0.345
H 1.3372 0.4628 -0.9865 0.173
H 0.8130 -1.1277 1.7487 0.202
H 2.4479 1.4849 1.2128 0.214
H 3.0249 0.0830 2.2744 0.222

2.
19
Properties=species:S:1:pos:R:3:nbo_charge:R:1 method="wB97M-V/def2-TZVPD" gap_ev=9.50 smiles="[H]/N=C1/C=C(C)[C@H](C=C)N1" multiplicity=1 lumo_ev=0.768
C 0.9462 2.1306 -0.1321 -0.656
C -0.1310 1.0954 -0.0009 0.078
C -1.4445 1.0658 -0.1736 -0.278
C -2.0367 -0.2530 0.0054 0.408
C 0.1884 -0.2771 0.6025 -0.106
C 1.5253 -0.9651 0.3025 -0.224
C 1.6934 -1.7905 -0.6616 -0.353
H 0.7729 3.0370 0.4267 0.234
H 1.9057 1.7794 0.2633 0.223
H 1.1004 2.4744 -1.1343 0.238
H -2.1704 1.8111 -0.5865 0.235
H -3.2944 -1.5587 -0.0752 0.331
H -1.0089 -1.8704 1.1691 0.399
H 0.1543 -0.0747 1.6729 0.187
H 2.4896 -0.5699 0.5752 0.204
H 0.8322 -2.3562 -1.1445 0.197
H 2.6218 -1.9377 -1.1745 0.196
N -3.1799 -0.5902 -0.3488 -0.665
N -0.9643 -1.1503 0.4144 -0.648

3.
19
Properties=species:S:1:pos:R:3:nbo_charge:R:1 method="wB97M-V/def2-TZVPD" gap_ev=8.15 smiles="C=c1[nH]cnc1=C(C)C" multiplicity=1 lumo_ev=0.710
C 2.5346 -0.4395 0.4901 0.241
C 0.4072 -0.0743 0.3463 0.058
C 0.8995 -0.3114 -1.0957 0.157
C 0.4062 -0.3077 -2.3429 -0.509
C -0.8485 0.2528 0.7072 0.066
C -1.1847 0.3926 2.1646 -0.643
C -1.9262 0.4838 -0.2609 -0.665
N 1.4786 -0.1573 1.1810 -0.473
N 2.2966 -0.3817 -0.8504 -0.590
H 3.4799 -0.4399 0.9973 0.205
H 1.0864 -0.5376 -3.1025 0.189
H -0.6286 -0.5022 -2.6426 0.213
H -1.5130 1.3771 2.4662 0.215
H -2.0575 -0.1989 2.3186 0.213
H -0.4048 0.1949 2.8729 0.243
H -2.3555 -0.4039 -0.6480 0.229
H -2.7113 1.0618 0.2112 0.219
H -1.7227 0.8552 -1.2821 0.238
H 2.7637 -0.8636 -1.5301 0.392

4.
19
Properties=species:S:1:pos:R:3:nbo_charge:R:1 method="wB97M-V/def2-TZVPD" gap_ev=10.81 multiplicity=1 lumo_ev=0.369
C -3.8211 1.7420 0.2728 0.268
C -1.8599 -1.5204 -0.3021 0.306
C 1.6724 -0.2653 0.1298 -0.605
C -0.1383 0.8775 -1.2087 -0.596
C -0.7875 -0.7891 1.6731 -0.290
C 0.3323 -0.4403 -0.5772 -0.236
C -0.7521 -0.9261 0.3480 -0.137
N -4.0604 0.6714 -0.1049 -0.736
N -2.7693 -1.9781 -0.8327 -0.361
H 1.6280 0.5528 0.8463 0.205
H 1.9581 -1.1753 0.6536 0.215
H 2.4408 -0.0348 -0.6042 0.220
H 0.6014 1.2439 -1.9176 0.214
H -1.0813 0.7334 -1.7347 0.218
H -0.2895 1.6324 -0.4377 0.214
H -4.1914 -0.2648 -0.4279 0.460
H 0.0109 -0.3227 2.2203 0.209
H -1.6269 -1.1457 2.2493 0.215
H 0.4498 -1.1799 -1.3794 0.216

Stability, lowest: 1

1.
13
Properties=species:S:1:pos:R:3:nbo_charge:R:1 method="wB97M-V/def2-TZVPD" gap_ev=8.92 smiles="C[C@H]1N=C(I)C=NO1" multiplicity=1 lumo_ev=-0.324
C -0.3928 -2.1576 -0.1120 -0.106
C 0.0992 0.5769 0.3337 0.230
C -1.1614 -1.2132 -0.9144 0.021
C 0.9750 2.1060 0.3312 -0.605
N 0.6134 -1.7103 0.6026 -0.029
N -0.7728 0.0373 -0.8241 -0.443
O 1.0049 -0.4375 0.7397 -0.337
I -2.5200 -1.7085 -2.3439 0.215
H -0.7143 -3.1992 -0.0958 0.223
H -0.6516 0.7619 1.1189 0.156
H 1.3784 2.0062 1.4259 0.230
H 1.9015 2.1218 -0.2817 0.221
H 0.2405 2.8161 0.0199 0.226

2.
13
Properties=species:S:1:pos:R:3:nbo_charge:R:1 method="wB97M-V/def2-TZVPD" gap_ev="6.43 / 6.43" multiplicity=1 lumo_ev="-1.627 / -1.626"
C -1.4091 -2.0965 -0.1171 -0.223
C -2.5680 -1.3773 0.3031 -0.226
C -0.0531 0.3149 -1.0487 0.280
C 1.2364 1.8087 0.2382 -0.284
N -0.0775 -1.8870 0.0023 -0.113
N 0.4187 -0.6257 -0.0988 -0.479
O 0.6714 1.4330 -0.9587 -0.514
I -2.3473 0.6270 0.1170 0.378
H -1.5307 -3.1251 -0.1417 0.200
H 0.7790 1.3396 1.1133 0.190
H 1.1467 2.8712 0.3334 0.209
H 2.2555 1.3811 0.2129 0.179
H 1.4779 -0.6638 0.0446 0.402

Stability, lowest: 2